1.
# C2H8S3

A cluster of 2 separate species, C2H8S3 in total in a non-equilibrium geometry (ωB97M-V/def2-TZVPD, the Open Molecules 2025 dataset).

Results
energy relative to the best compared isomer or geometry (same formula, charge and spin): 28.09 kcal per mole
lowest unoccupied orbital energy: -0.1 eV
SMILES: CSC.SS
HOMO: -8.56 eV
Kohn-Sham gap: 8.464 eV

Bonds (Å) are listed after each position.
Atoms and positions in Å:
1 C 0.54 -0.50 -2.07  S2 1.812, H4 1.093, H5 1.089, H6 1.085
2 S -0.38 -1.94 -1.46  C1 1.812, C3 1.807
3 C -0.32 -1.65 0.32  S2 1.807, H7 1.090, H8 1.095, H9 1.090
4 H 1.58 -0.84 -2.13  C1 1.093
5 H 0.25 -0.34 -3.11  C1 1.089
6 H 0.54 0.43 -1.50  C1 1.085
7 H 0.05 -2.55 0.81  C3 1.090
8 H -1.34 -1.48 0.67  C3 1.095
9 H 0.19 -0.85 0.85  C3 1.090
10 S -0.03 3.71 2.17  S11 2.131, H12 1.339
11 S -1.24 2.17 1.33  S10 2.131, H13 1.344
12 H 0.84 2.91 2.79  S10 1.339
13 H -0.67 0.95 1.30  S11 1.344

2.
# C2H8S3

A cluster of 2 separate species, C2H8S3 in total in a non-equilibrium geometry (ωB97M-V/def2-TZVPD, the Open Molecules 2025 dataset).

Results
energy relative to the best compared isomer or geometry (same formula, charge and spin): 38.00 kcal per mole
<S²>: 0.7548
lowest unoccupied orbital energy (spin up / spin down): -6.6 / -8.4 eV
charge: +1
2S+1: 2
HOMO (spin up / spin down): -11.42 / -11.42 eV
Kohn-Sham gap (spin up / spin down): 4.869 / 3.024 eV

Bonds (Å) are listed after each position.
Atoms and positions in Å:
1 C -3.29 -0.11 -0.63  S2 1.834, H3 1.028, H4 1.143, H5 1.016
2 S -2.78 0.79 -2.14  C1 1.834, H6 1.309
3 H -4.31 -0.21 -0.73  C1 1.028
4 H -3.12 -1.24 -0.64  C1 1.143
5 H -3.08 0.41 0.22  C1 1.016
6 H -1.55 0.57 -1.75  S2 1.309
7 C 1.80 -0.20 0.06  S8 1.854, H10 1.093, H11 1.058, H12 1.093
8 S 3.62 0.01 0.37  C7 1.854, S9 2.154
9 S 4.67 0.30 2.23  S8 2.154, H13 1.364
10 H 1.29 0.24 0.92  C7 1.093
11 H 1.46 -1.17 -0.19  C7 1.058
12 H 1.77 0.68 -0.58  C7 1.093
13 H 3.51 -0.06 2.86  S9 1.364

3.
# C2H8S4

A cluster of 2 separate species, C2H8S4 in total in a non-equilibrium geometry (ωB97M-V/def2-TZVPD, the Open Molecules 2025 dataset).

Results
energy relative to the best compared isomer or geometry (same formula, charge and spin): 7.53 kcal per mole
lowest unoccupied orbital energy: 0.5 eV
SMILES: CSS.CSS
HOMO: -8.91 eV
Kohn-Sham gap: 9.370 eV

Bonds (Å) are listed after each position.
Atoms and positions in Å:
1 C 1.55 3.87 2.28  S2 1.766, H4 1.103, H5 1.103, H6 1.103
2 S 2.46 3.10 0.98  C1 1.766, S3 1.955
3 S 1.19 1.80 0.26  S2 1.955, H7 1.350
4 H 1.12 3.09 2.93  C1 1.103
5 H 0.72 4.49 1.88  C1 1.103
6 H 2.21 4.51 2.88  C1 1.103
7 H 1.23 0.92 1.28  S3 1.350
8 C -1.74 -2.28 -2.26  S9 1.816, H11 1.103, H12 1.103, H13 1.103
9 S -2.60 -3.76 -1.63  C8 1.816, S10 2.076
10 S -1.03 -5.09 -1.35  S9 2.076, H14 1.350
11 H -1.00 -2.53 -3.03  C8 1.103
12 H -1.21 -1.86 -1.39  C8 1.103
13 H -2.43 -1.52 -2.66  C8 1.103
14 H -0.46 -4.73 -0.18  S10 1.350

4.
# C2H8S4

A cluster of 2 separate species, C2H8S4 in total in a non-equilibrium geometry (ωB97M-V/def2-TZVPD, the Open Molecules 2025 dataset).

Results
energy relative to the best compared isomer or geometry (same formula, charge and spin): 13.65 kcal per mole
<S²>: 0.7544
lowest unoccupied orbital energy (spin up / spin down): -4.9 / -8.2 eV
charge: +1
2S+1: 2
HOMO (spin up / spin down): -10.67 / -10.67 eV
Kohn-Sham gap (spin up / spin down): 5.746 / 2.522 eV

Bonds (Å) are listed after each position.
Atoms and positions in Å:
1 C -2.52 0.82 -0.86  S2 1.815, H4 1.092, H5 1.050, H6 1.084
2 S -3.36 -0.65 -1.51  C1 1.815, S3 1.982
3 S -1.87 -1.96 -1.57  S2 1.982, H7 1.347
4 H -2.38 1.43 -1.76  C1 1.092
5 H -1.59 0.54 -0.47  C1 1.050
6 H -3.21 1.32 -0.20  C1 1.084
7 H -2.54 -2.81 -2.38  S3 1.347
8 C 1.56 -0.26 1.06  S9 1.823, H11 1.085, H12 1.095, H13 1.084
9 S 2.54 0.67 2.28  C8 1.823, S10 2.085
10 S 4.03 1.35 0.99  S9 2.085, H14 1.340
11 H 0.89 -0.94 1.58  C8 1.085
12 H 2.28 -0.99 0.66  C8 1.095
13 H 1.17 0.42 0.32  C8 1.084
14 H 5.00 1.07 1.87  S10 1.340

| no. | M (g/mol) |
| --- | --- |
| 1 | 128.3 |
| 2 | 128.3 |
| 3 | 160.4 |
| 4 | 160.4 |